Computed, not measured: a structure of composition C17H19CoN5OS3, with the ωB97M-V functional and the def2-TZVPD basis.

Its spin multiplicity is 4. For the HOMO energy (alpha / beta), the calculation gives -6.6 / -6.8 eV. The value obtained for the largest force on an atom is 0.7 eV/A. For the LUMO energy (alpha / beta), the calculation gives 0.18 / 0.17 eV. The value obtained for the orbital gap (alpha / beta) is 6.809 / 6.997 eV.

CARTESIAN COORDINATES (ANGSTROEM)
Co -0.49117 -0.61799 -1.31270
S 1.59209 -1.47740 -1.71802
C 2.21734 -1.49443 -0.07989
C 3.59976 -1.57863 0.12131
C 4.13561 -1.63485 1.39551
C 3.29639 -1.61802 2.50338
C 1.92935 -1.51909 2.32507
C 1.37361 -1.43558 1.04588
S -0.36094 -1.30209 0.88509
H 4.24592 -1.62146 -0.74828
H 5.20890 -1.69718 1.53168
H 3.70728 -1.67825 3.50387
H 1.25976 -1.50122 3.17612
C -5.98045 -0.98512 -0.63534
N -4.71098 -1.13973 -1.30591
C -4.56786 -1.61650 -2.66497
C -3.05876 -1.45023 -2.89304
O -2.46926 -1.67264 -3.91702
N -2.50897 -1.00319 -1.70807
C -3.49718 -0.81888 -0.83148
N -3.30368 -0.31296 0.39100
H -6.74349 -0.75356 -1.37624
H -5.93730 -0.15649 0.07120
H -6.27468 -1.89396 -0.10502
H -5.14274 -1.01987 -3.37482
H -4.85663 -2.66492 -2.76687
H -2.33263 -0.26035 0.69928
H -3.99172 -0.46359 1.10718
N 1.80796 1.71022 -3.16841
C 1.23081 1.75235 -1.95286
S -0.47016 1.71224 -1.89413
N 2.08221 1.96325 -0.94063
C 1.95990 2.04417 0.47374
C 0.77785 2.20673 1.18718
C 0.82181 2.27712 2.57216
C 2.02334 2.20374 3.25451
C 3.20406 2.06402 2.54151
C 3.17103 1.98565 1.16356
H 1.21271 1.37294 -3.90546
H 2.77127 1.42114 -3.23552
H 3.05203 1.89307 -1.21374
H -0.16346 2.28313 0.67780
H -0.10536 2.38740 3.11939
H 2.04209 2.25664 4.33554
H 4.15164 1.99982 3.05936
H 4.09271 1.85455 0.60705